Entry from OMol25: C3H5NO as an isolated structure (ωB97M-V with the def2-TZVPD basis set).

The geometry in XYZ format:
```
10
Properties=species:S:1:pos:R:3:forces:R:3
O 0.91729 -1.02396 1.29642 0.198 0.130 -0.218
C 1.29018 -0.46503 0.26938 -0.166 -0.058 0.180
C 0.49666 0.36740 -0.58876 0.382 0.066 -0.105
C -1.30498 -0.25346 -0.00886 -0.246 0.103 0.001
N -0.70566 0.93867 -0.09198 -0.238 -0.135 0.079
H 2.35023 -0.54535 -0.05633 -0.141 -0.005 0.054
H 0.93602 0.80068 -1.48688 -0.117 -0.121 0.145
H -1.54938 -0.75830 -0.93158 0.055 0.052 0.005
H -1.69884 -0.65707 0.92455 0.205 0.091 -0.100
H -0.71981 1.59138 0.68282 0.067 -0.123 -0.042
```
Positions in Å, forces in eV/Å.

As for the orbital gap (alpha / beta): 8.5 / 8.5 eV. As for the LUMO energy (alpha / beta): 0.003 / 0.003 eV. The calculation puts the HOMO energy (alpha / beta) at -8.46 / -8.46 eV. The value obtained for the energy above the lowest of the compared OMol25 structures with the same formula, charge and spin is 3.256 eV.

Here are the natural (NBO) charges for atoms 1 to 8, given in e: -0.62, 0.33, -0.27, 0.01, -0.55, 0.12, 0.20, 0.19